<w>
Density functional theory data (the ωB97M-V functional and the def2-TZVPD basis) for the ion C2H6NO with charge +1.

```
! RIJCOSX wB97M-V def2-TZVPD def2/J DEFGRID3
* xyz 1 1
O 1.94 -0.08 0.06
N 0.39 0.02 -0.08
C -0.13 1.29 -0.01
C -0.20 -1.23 -0.02
H -0.75 1.31 -0.93
H 0.01 -1.42 1.01
H 0.18 -2.03 -0.60
H -1.28 -1.21 -0.33
H 0.60 2.02 0.05
H -0.76 1.33 0.84
*
```

Computed properties:
LUMO energy (alpha / beta): -9.0 / -9.0 eV
HOMO-LUMO gap (alpha / beta): 8.700 / 8.688 eV

<x>
Density functional theory data (the ωB97M-V functional and the def2-TZVPD basis) for a structure of composition C2H6NO.

```
! RIJCOSX wB97M-V def2-TZVPD def2/J DEFGRID3
* xyz 1 1
O 1.24 0.80 -0.47
N -1.17 0.37 0.04
C 1.22 -0.65 -0.36
C 0.31 0.23 0.36
H 2.01 -1.29 0.00
H 0.76 -1.11 -1.17
H -1.61 -0.46 0.10
H 0.29 0.38 1.78
H -1.76 1.11 0.66
H -1.29 0.61 -0.94
*
```

Computed properties:
LUMO energy: -4.2 eV
HOMO-LUMO gap: 12.031 eV

Energy comparison, zero being the most stable, in hartree: <w> 0.1144; <x> 0.0000.

<w>
Density functional theory data (the ωB97M-V functional and the def2-TZVPD basis) for a structure of composition C23H34NO3PPdS2Sb2Te.

```
! RIJCOSX wB97M-V def2-TZVPD def2/J DEFGRID3
* xyz -2 1
Te 2.18 2.39 1.20
Sb -1.18 -1.33 0.43
Sb -0.91 0.89 -2.62
Pd 0.21 0.82 0.66
S -3.37 2.76 3.85
S -2.19 0.00 3.66
P 2.43 0.29 -0.16
O 2.10 0.15 -1.62
O 2.38 -1.23 0.51
O 4.11 0.40 -0.09
N -1.89 2.01 1.86
C -3.06 3.93 2.61
C -2.38 1.54 2.98
C -4.48 0.25 -3.11
C -1.67 1.53 -4.57
C -2.81 1.34 -1.60
C -3.48 5.24 2.49
C 4.83 -0.49 -0.94
C 5.21 0.17 -2.25
C -2.23 3.33 1.64
C -4.77 -1.92 -1.46
C -3.32 -0.93 0.32
C -2.24 5.40 0.42
C -1.27 -2.94 1.86
C -1.82 4.09 0.54
C 2.94 -2.80 2.21
C -3.94 -0.87 -1.04
C -3.76 0.23 -1.91
C 2.59 -1.35 1.91
C 0.12 2.75 -2.41
C -5.44 -1.90 -2.67
C -1.07 -2.72 -1.21
C -3.07 5.98 1.39
C -5.30 -0.79 -3.50
H -2.18 2.49 -4.49
H -0.81 1.65 -5.24
H 5.83 -0.50 -2.85
H -1.76 -3.80 1.41
H 3.85 -3.08 1.69
H -3.17 2.29 -1.98
H 5.73 -0.79 -0.39
H -2.59 1.44 -0.54
H 5.77 1.09 -2.05
H -1.92 5.99 -0.43
H -4.11 5.69 3.25
H -5.84 -0.74 -4.44
H -1.81 -2.60 2.74
H -4.36 1.11 -3.75
H -3.39 7.01 1.28
H 2.14 -3.46 1.88
H -1.17 -2.21 -2.17
H 0.42 2.91 -1.38
H 4.24 -1.40 -1.13
H -6.07 -2.73 -2.95
H 3.08 -2.94 3.29
H -1.86 -3.48 -1.12
H -0.25 -3.21 2.15
H 1.04 2.64 -2.99
H -3.82 -1.69 0.92
H -0.09 -3.20 -1.17
H -2.34 0.79 -5.00
H 4.30 0.43 -2.79
H -3.41 0.02 0.85
H 1.68 -1.04 2.44
H 3.40 -0.69 2.23
H -4.89 -2.76 -0.79
H -0.47 3.59 -2.79
H -1.16 3.63 -0.18
*
```

Computed properties:
LUMO energy: 4.4 eV
HOMO-LUMO gap: 5.596 eV

<x>
Density functional theory data (the ωB97M-V functional and the def2-TZVPD basis) for a structure of composition C23H34NO3PPdS2Sb2Te.

```
! RIJCOSX wB97M-V def2-TZVPD def2/J DEFGRID3
* xyz -2 1
Te -0.40 0.13 2.99
Sb -2.16 2.12 0.89
Sb -1.49 -1.88 0.33
Pd -0.19 0.71 0.54
S 2.06 4.15 -1.91
S 1.39 3.27 0.88
P 1.87 -0.20 0.43
O 2.87 -0.14 1.72
O 2.66 0.22 -0.77
O 1.70 -1.84 0.41
N 0.37 2.26 -1.40
C 3.73 1.55 3.18
C -3.48 -1.31 1.12
C -4.86 0.71 0.44
C -0.42 1.74 -3.69
C 3.85 0.88 1.83
C -1.94 3.62 2.40
C -5.24 -1.40 -0.65
C 3.22 -3.27 1.61
C -6.56 0.49 -1.29
C 1.31 3.75 -4.61
C 1.23 3.44 -3.25
C -6.24 -0.85 -1.43
C 2.85 -2.65 0.28
C -4.52 -0.65 0.28
C -1.35 -0.79 -1.57
C 0.51 3.05 -5.50
C -2.53 -3.47 -0.92
C -5.87 1.25 -0.35
C -4.18 1.60 1.45
C -0.34 2.05 -5.04
C 1.18 3.09 -0.78
C 0.37 2.44 -2.77
C -2.83 3.44 -0.68
H -7.35 0.94 -1.88
H 3.48 -2.48 2.32
H -3.81 -2.31 1.40
H 3.88 0.82 3.98
H -1.17 4.31 2.08
H 2.72 1.95 3.29
H -2.18 -0.08 -1.65
H 3.68 -2.06 -0.13
H -3.46 4.23 -0.26
H 4.84 0.42 1.71
H -3.21 -3.07 -1.69
H -4.14 1.17 2.45
H -3.42 2.86 -1.39
H -1.41 -1.51 -2.39
H 2.37 -3.81 2.02
H 1.97 4.54 -4.95
H -1.09 0.97 -3.34
H -3.24 -0.76 2.03
H -1.75 -4.05 -1.42
H -1.98 3.88 -1.20
H -5.00 -2.45 -0.75
H -4.69 2.57 1.50
H -0.40 -0.29 -1.66
H -6.13 2.30 -0.22
H -6.78 -1.47 -2.14
H 4.45 2.36 3.28
H 2.61 -3.43 -0.45
H 4.06 -3.95 1.49
H 0.56 3.28 -6.56
H 3.74 1.61 1.02
H -3.09 -4.16 -0.27
H -1.63 3.10 3.30
H -0.95 1.50 -5.75
H -2.89 4.14 2.54
*
```

Computed properties:
LUMO energy: 4.4 eV
HOMO-LUMO gap: 4.925 eV

Energy comparison, zero being the most stable, in hartree: <w> 0.0000; <x> 0.0334.

<w>
Density functional theory data (the ωB97M-V functional and the def2-TZVPD basis) for the molecule C4H6F2.

```
! RIJCOSX wB97M-V def2-TZVPD def2/J DEFGRID3
* xyz 0 1
F -1.30 -0.67 1.73
F 0.19 2.41 -1.12
C 0.32 0.45 0.12
C -1.07 -1.49 0.65
C 1.10 1.47 -0.66
C -0.31 -0.59 -0.34
H 1.66 0.96 -1.45
H -0.37 -2.24 1.02
H 1.85 2.01 -0.07
H -0.19 -1.03 -1.29
H 0.14 0.52 1.16
H -2.03 -1.79 0.25
*
```

Computed properties:
LUMO energy: 1.1 eV
HOMO-LUMO gap: 11.364 eV

<x>
Density functional theory data (the ωB97M-V functional and the def2-TZVPD basis) for the molecule C4H6F2.

```
! RIJCOSX wB97M-V def2-TZVPD def2/J DEFGRID3
* xyz 0 1
F 0.01 -0.76 1.68
F -0.22 1.30 1.31
C 0.14 -1.05 -1.58
C 0.25 0.19 0.76
C 0.19 0.44 -1.85
C -0.45 -0.15 -0.53
H 1.20 0.87 -1.63
H -1.57 -0.12 -0.54
H -0.42 0.87 -2.61
H 1.02 -1.57 -1.36
H -0.45 -1.72 -2.19
H 1.35 0.24 0.67
*
```

Computed properties:
LUMO energy: 1.2 eV
HOMO-LUMO gap: 12.017 eV

Energy comparison, zero being the most stable, in hartree: <w> 0.0193; <x> 0.0000.

<w>
Density functional theory data (the ωB97M-V functional and the def2-TZVPD basis) for the molecule C4H6F2.

```
! RIJCOSX wB97M-V def2-TZVPD def2/J DEFGRID3
* xyz 0 1
F 1.20 0.30 2.33
F 2.25 0.81 0.50
C 1.17 0.15 1.02
C -1.44 -0.75 -1.13
C -0.16 0.68 0.30
C -0.28 -0.15 -0.89
H -1.59 -1.46 -1.94
H -2.22 -0.47 -0.49
H 1.30 -0.91 0.71
H -0.98 0.42 0.87
H 0.61 -0.33 -1.48
H 0.14 1.70 0.20
*
```

Computed properties:
LUMO energy: 1.1 eV
HOMO-LUMO gap: 11.165 eV

<x>
Density functional theory data (the ωB97M-V functional and the def2-TZVPD basis) for the molecule C4H6F2.

```
! RIJCOSX wB97M-V def2-TZVPD def2/J DEFGRID3
* xyz 0 1
F 1.28 -1.03 -1.35
F -1.66 1.27 0.36
C 0.67 0.82 0.05
C -0.58 -0.93 0.31
C 0.94 -0.64 0.04
C -0.63 0.50 0.75
H -1.02 -1.83 0.74
H 1.75 -1.23 0.59
H 0.49 1.12 -0.97
H -0.43 0.65 1.84
H 1.27 1.58 0.47
H -0.97 -0.89 -0.64
*
```

Computed properties:
LUMO energy: 1.1 eV
HOMO-LUMO gap: 12.306 eV

Energy comparison, zero being the most stable, in hartree: <w> 0.0000; <x> 0.0125.

<w>
Density functional theory data (the ωB97M-V functional and the def2-TZVPD basis) for a cluster of 2 separate species, CH2ClOP in total.

```
! RIJCOSX wB97M-V def2-TZVPD def2/J DEFGRID3
* xyz 0 1
Cl 0.21 -1.29 -1.94
P -0.92 1.10 1.50
O 2.14 -0.36 -0.55
C 1.20 -0.13 -1.19
H -1.33 -0.13 2.09
H -1.29 0.80 0.09
*
```

Computed properties:
LUMO energy (alpha / beta): -1.4 / -1.4 eV
HOMO-LUMO gap (alpha / beta): 8.035 / 7.752 eV

<x>
Density functional theory data (the ωB97M-V functional and the def2-TZVPD basis) for a cluster of 2 separate species, CH2ClOP in total.

```
! RIJCOSX wB97M-V def2-TZVPD def2/J DEFGRID3
* xyz 0 1
Cl -2.33 -0.86 0.39
P -0.13 0.02 -1.32
O 1.14 -0.20 0.99
C 0.47 0.55 0.33
H 0.17 1.53 0.80
H 0.67 -1.04 -1.19
*
```

Computed properties:
LUMO energy (alpha / beta): -3.3 / -3.3 eV
HOMO-LUMO gap (alpha / beta): 7.140 / 7.138 eV

<y>
Density functional theory data (the ωB97M-V functional and the def2-TZVPD basis) for the molecule CH2ClOP.

```
! RIJCOSX wB97M-V def2-TZVPD def2/J DEFGRID3
* xyz 0 1
Cl -1.97 0.88 0.29
P 1.07 -0.01 -0.56
O -0.81 -1.77 0.31
C -0.51 -0.68 0.11
H 0.52 1.43 -0.74
H 1.70 0.15 0.58
*
```

Computed properties:
LUMO energy: -0.2 eV
HOMO-LUMO gap: 10.000 eV

Energy comparison, zero being the most stable, in hartree: <w> 0.0793; <x> 0.0526; <y> 0.0000.

<w>
Density functional theory data (the ωB97M-V functional and the def2-TZVPD basis) for the ion CH8N5 with charge +1.

```
! RIJCOSX wB97M-V def2-TZVPD def2/J DEFGRID3
* xyz 1 1
N -1.79 -1.09 0.66
N 0.40 -0.72 1.51
N 1.05 1.71 -0.62
N -0.14 -0.20 -0.69
N 1.13 0.30 -0.86
C -0.51 -0.72 0.51
H 0.40 2.20 -1.24
H -2.26 -1.33 -0.25
H 1.88 2.01 -1.03
H 1.45 0.19 -1.91
H -1.86 -1.49 1.60
H 1.15 -0.01 1.37
H -0.84 -0.14 -1.37
H -0.05 -0.71 2.32
*
```

Computed properties:
LUMO energy: -3.3 eV
HOMO-LUMO gap: 10.815 eV

<x>
Density functional theory data (the ωB97M-V functional and the def2-TZVPD basis) for the ion CH8N5 with charge +1.

```
! RIJCOSX wB97M-V def2-TZVPD def2/J DEFGRID3
* xyz 1 1
N 1.84 1.91 -0.89
N 0.81 1.24 -1.20
N -0.24 -1.22 1.39
N -1.41 -0.58 0.74
N 0.25 0.35 -0.45
C -0.96 -0.35 -0.57
H -0.29 -1.25 2.38
H 2.09 2.57 -1.56
H -2.33 -1.07 0.78
H 2.33 1.95 0.08
H -0.62 -1.26 -1.02
H -1.66 0.04 -1.30
H 0.43 -0.07 0.50
H -0.25 -2.27 1.13
*
```

Computed properties:
LUMO energy: -4.2 eV
HOMO-LUMO gap: 9.900 eV

Energy comparison, zero being the most stable, in hartree: <w> 0.0000; <x> 0.0809.

<w>
Density functional theory data (the ωB97M-V functional and the def2-TZVPD basis) for a cluster of 3 separate species, CH3NO2S2 in total.

```
! RIJCOSX wB97M-V def2-TZVPD def2/J DEFGRID3
* xyz 0 1
S 0.46 1.74 1.63
S -0.32 -1.99 -0.95
O 1.68 -2.10 2.53
O -0.12 -0.71 2.78
N 0.42 1.29 0.04
C 0.77 -1.42 2.67
H 0.60 -0.97 -0.66
H -0.59 1.35 -0.23
H -1.31 -0.96 -1.16
*
```

Computed properties:
LUMO energy (alpha / beta): -1.8 / -1.8 eV
HOMO-LUMO gap (alpha / beta): 7.450 / 7.451 eV

<x>
Density functional theory data (the ωB97M-V functional and the def2-TZVPD basis) for a cluster of 2 separate species, CH3NO2S2 in total.

```
! RIJCOSX wB97M-V def2-TZVPD def2/J DEFGRID3
* xyz 0 1
S 1.15 -1.38 -0.35
S -3.52 1.09 0.16
O -1.61 -0.55 -0.47
O 1.29 -2.05 0.91
N -2.12 0.47 -0.01
C 1.18 0.43 -0.08
H 0.23 0.57 0.52
H 1.24 0.85 -1.18
H 2.15 0.56 0.50
*
```

Computed properties:
LUMO energy (alpha / beta): -1.3 / -1.9 eV
HOMO-LUMO gap (alpha / beta): 8.200 / 6.315 eV

Energy comparison, zero being the most stable, in hartree: <w> 0.0000; <x> 0.1148.

<w>
Density functional theory data (the ωB97M-V functional and the def2-TZVPD basis) for a structure of composition CH3NO2S2.

```
! RIJCOSX wB97M-V def2-TZVPD def2/J DEFGRID3
* xyz 0 1
S 0.77 1.25 1.32
S 0.19 -1.37 1.10
O 0.10 1.55 -0.07
O 2.18 1.18 1.16
N -0.24 0.34 -1.02
C -0.84 -0.78 -0.29
H -1.86 -0.40 0.11
H -0.95 -1.71 -0.88
H 0.65 -0.06 -1.44
*
```

Computed properties:
LUMO energy (alpha / beta): -1.7 / -1.7 eV
HOMO-LUMO gap (alpha / beta): 7.567 / 7.563 eV

<x>
Density functional theory data (the ωB97M-V functional and the def2-TZVPD basis) for the molecule CH3NO2S2.

```
! RIJCOSX wB97M-V def2-TZVPD def2/J DEFGRID3
* xyz 0 1
S -0.41 2.01 0.81
S -0.97 0.15 -0.88
O 2.13 2.30 1.04
O -2.33 -0.31 -0.65
N 1.12 1.83 0.58
C 0.05 -1.28 -0.30
H -0.28 -2.14 -0.96
H -0.34 -1.56 0.72
H 1.03 -0.99 -0.36
*
```

Computed properties:
LUMO energy (alpha / beta): -1.7 / -1.4 eV
HOMO-LUMO gap (alpha / beta): 6.529 / 6.971 eV

Energy comparison, zero being the most stable, in hartree: <w> 0.0000; <x> 0.0309.